Below is 3 unconnected molecules or ions with the total composition C32H56N2O13P, with properties calculated with wB97M-V/def2-TZVPD.

The molecular weight is 707.77 u. Its charge is +1. Its HOMO energy is -10.8 eV. As for the LUMO energy: -4.132 eV.

Element x y z (Å)
C (-1.292, -1.914, 0.539)
C (-0.851, -1.242, -0.746)
C (-2.060, -0.626, -1.494)
N (-2.253, 0.781, -1.054)
C (-3.039, 0.957, 0.032)
C (-3.231, 2.191, 0.578)
C (-2.586, 3.290, 0.013)
C (-2.737, 4.592, 0.755)
O (-1.924, 4.912, 1.565)
O (-3.927, 5.159, 0.538)
C (-3.987, 6.401, -0.172)
N (-4.143, 6.161, -1.599)
C (-1.798, 3.114, -1.123)
P (-0.973, 4.563, -1.845)
O (-1.392, 5.788, -1.174)
O (-1.309, 4.459, -3.385)
O (0.578, 4.231, -1.851)
C (-1.652, 1.835, -1.669)
C (-0.916, 1.585, -2.933)
C (-1.871, 1.592, -4.143)
C (-1.081, 1.485, -5.433)
O (-0.447, 2.710, -5.770)
O (-0.205, -2.233, -1.497)
C (0.528, -1.839, -2.640)
C (1.684, -0.914, -2.357)
C (2.196, -0.134, -3.387)
C (3.261, 0.729, -3.165)
C (3.826, 0.816, -1.902)
C (3.326, 0.032, -0.871)
C (2.268, -0.834, -1.096)
H (-2.052, -2.661, 0.323)
H (-1.643, -1.194, 1.273)
H (-0.426, -2.408, 0.968)
H (-0.179, -0.417, -0.488)
H (-2.964, -1.145, -1.199)
H (-1.950, -0.670, -2.565)
H (-3.498, 0.076, 0.447)
H (-3.847, 2.315, 1.453)
H (-4.871, 6.901, 0.206)
H (-3.111, 6.995, 0.079)
H (-3.731, 5.272, -1.851)
H (-3.638, 6.871, -2.114)
H (-0.522, 4.478, -3.951)
H (0.906, 3.829, -1.037)
H (-0.404, 0.632, -2.905)
H (-0.149, 2.332, -3.084)
H (-2.449, 2.511, -4.156)
H (-2.563, 0.754, -4.071)
H (-1.721, 1.141, -6.244)
H (-0.279, 0.761, -5.321)
H (-1.121, 3.322, -6.081)
H (0.897, -2.765, -3.072)
H (-0.123, -1.395, -3.400)
H (1.763, -0.195, -4.376)
H (3.637, 1.324, -3.982)
H (4.654, 1.483, -1.724)
H (3.778, 0.102, 0.106)
H (1.894, -1.452, -0.294)
C (5.159, 4.376, 2.181)
O (5.759, 3.321, 2.891)
C (5.200, 2.068, 2.560)
C (6.037, 0.936, 3.111)
O (7.160, 0.618, 2.310)
C (8.294, 1.464, 2.455)
C (9.117, 1.170, 3.686)
O (8.531, 1.771, 4.825)
C (9.137, 1.337, 6.021)
H (4.080, 4.425, 2.377)
H (5.618, 5.302, 2.517)
H (5.321, 4.270, 1.101)
H (5.135, 1.963, 1.466)
H (4.184, 2.006, 2.981)
H (5.418, 0.035, 3.105)
H (6.326, 1.146, 4.143)
H (8.005, 2.517, 2.436)
H (8.914, 1.261, 1.580)
H (10.132, 1.568, 3.543)
H (9.185, 0.084, 3.825)
H (9.005, 0.258, 6.163)
H (8.657, 1.864, 6.842)
H (10.208, 1.566, 6.030)
C (-6.622, -5.028, 3.801)
O (-6.165, -5.371, 2.511)
C (-5.849, -4.236, 1.738)
C (-5.126, -4.643, 0.473)
O (-3.740, -4.895, 0.655)
C (-3.409, -6.149, 1.244)
C (-3.504, -7.316, 0.289)
O (-4.846, -7.737, 0.160)
C (-5.010, -8.673, -0.882)
H (-7.514, -4.393, 3.751)
H (-6.875, -5.952, 4.314)
H (-5.844, -4.505, 4.370)
H (-5.211, -3.551, 2.315)
H (-6.775, -3.706, 1.467)
H (-5.177, -3.802, -0.223)
H (-5.624, -5.497, 0.011)
H (-4.014, -6.334, 2.133)
H (-2.366, -6.053, 1.552)
H (-2.893, -8.144, 0.675)
H (-3.106, -7.017, -0.690)
H (-4.751, -8.235, -1.853)
H (-6.056, -8.970, -0.893)
H (-4.390, -9.562, -0.718)

Atom charges from the Löwdin analysis, given in e for atoms 1 to 99:
1. C 0.00
2. C -0.38
3. C -0.02
4. N 0.04
5. C 0.02
6. C 0.07
7. C -0.04
8. C -0.50
9. O 0.20
10. O 0.04
11. C -0.23
12. N 0.04
13. C -0.06
14. P 0.48
15. O -0.20
16. O -0.09
17. O -0.08
18. C -0.11
19. C -0.12
20. C -0.14
21. C -0.24
22. O -0.05
23. O -0.08
24. C -0.14
25. C -0.21
26. C -0.05
27. C -0.07
28. C -0.08
29. C -0.06
30. C -0.03
31. H 0.09
32. H 0.08
33. H 0.10
34. H 0.14
35. H 0.14
36. H 0.11
37. H 0.15
38. H 0.15
39. H 0.13
40. H 0.12
41. H 0.04
42. H 0.08
43. H 0.10
44. H 0.11
45. H 0.09
46. H 0.11
47. H 0.11
48. H 0.12
49. H 0.13
50. H 0.11
51. H 0.10
52. H 0.15
53. H 0.11
54. H 0.11
55. H 0.11
56. H 0.10
57. H 0.10
58. H 0.12
59. C -0.11
60. O -0.19
61. C -0.22
62. C -0.19
63. O -0.13
64. C -0.18
65. C -0.21
66. O -0.20
67. C -0.11
68. H 0.09
69. H 0.09
70. H 0.09
71. H 0.12
72. H 0.13
73. H 0.13
74. H 0.13
75. H 0.12
76. H 0.13
77. H 0.13
78. H 0.13
79. H 0.09
80. H 0.09
81. H 0.09
82. C -0.10
83. O -0.19
84. C -0.22
85. C -0.19
86. O -0.15
87. C -0.18
88. C -0.21
89. O -0.20
90. C -0.11
91. H 0.09
92. H 0.09
93. H 0.09
94. H 0.13
95. H 0.13
96. H 0.12
97. H 0.13
98. H 0.13
99. H 0.13

---

Below is 7 unconnected molecules or ions with the total composition C32H57IN3O18PS2, with properties calculated with wB97M-V/def2-TZVPD.

Its SMILES is CCC[C@](I)(C#N)[C@@](C#N)(N=C=S)[PH2]=S.CCOC(=O)OC.CCOC(=O)OC.CCOC(=O)OC.CCOC(=O)OC.CCOC(=O)OC.CCOC(=O)OC. The molecular weight is 993.82 u. Its energy above the lowest of the compared OMol25 structures with the same formula, charge and spin is 0.393 eV. Its HOMO energy is -9.4 eV. As for the LUMO energy: -1.202 eV.

Element x y z (Å)
C (-1.947, -3.925, -2.760)
C (-2.906, -2.722, -3.103)
C (-4.014, -2.472, -2.032)
C (-5.300, -3.355, -2.180)
I (-5.972, -3.795, -0.130)
C (-5.063, -4.706, -2.812)
N (-4.808, -5.700, -3.258)
C (-6.452, -2.648, -3.043)
C (-5.848, -1.792, -4.153)
N (-5.389, -1.037, -4.836)
N (-7.228, -3.729, -3.766)
C (-8.214, -4.123, -3.189)
S (-9.232, -4.924, -2.275)
P (-7.591, -1.526, -2.041)
S (-6.661, -0.057, -1.174)
H (-2.041, -4.254, -1.708)
H (-2.306, -4.784, -3.373)
H (-0.905, -3.747, -3.079)
H (-2.255, -1.817, -3.083)
H (-3.306, -2.773, -4.135)
H (-4.288, -1.396, -2.087)
H (-3.588, -2.626, -1.025)
H (-8.343, -2.216, -1.065)
H (-8.521, -0.996, -2.988)
C (-0.911, 3.108, -3.864)
C (-1.345, 1.845, -3.148)
O (-0.216, 1.059, -2.739)
C (0.444, 1.510, -1.667)
O (0.168, 2.492, -1.026)
O (1.475, 0.691, -1.440)
C (2.328, 1.115, -0.375)
H (-0.249, 2.866, -4.699)
H (-1.777, 3.651, -4.244)
H (-0.356, 3.771, -3.199)
H (-1.921, 1.221, -3.831)
H (-1.986, 2.067, -2.292)
H (1.764, 1.285, 0.541)
H (2.865, 2.018, -0.667)
H (3.051, 0.323, -0.195)
C (3.592, 0.315, 6.097)
C (2.833, -0.479, 5.054)
O (3.455, -0.383, 3.764)
C (4.560, -1.117, 3.600)
O (5.059, -1.844, 4.419)
O (5.027, -0.887, 2.368)
C (6.270, -1.535, 2.089)
H (3.718, 1.350, 5.774)
H (3.060, 0.304, 7.050)
H (4.590, -0.093, 6.258)
H (1.831, -0.064, 4.942)
H (2.719, -1.524, 5.346)
H (6.212, -2.604, 2.284)
H (7.066, -1.081, 2.677)
H (6.491, -1.386, 1.034)
C (12.510, -4.368, 1.409)
C (11.937, -3.257, 0.553)
O (10.747, -2.706, 1.135)
C (10.940, -1.888, 2.173)
O (12.002, -1.571, 2.641)
O (9.740, -1.493, 2.616)
C (9.796, -0.688, 3.795)
H (11.752, -5.130, 1.604)
H (13.362, -4.835, 0.913)
H (12.841, -3.992, 2.377)
H (11.644, -3.659, -0.417)
H (12.671, -2.470, 0.369)
H (10.458, 0.167, 3.660)
H (10.120, -1.291, 4.643)
H (8.790, -0.322, 3.991)
C (-0.050, 2.548, 11.222)
C (-0.982, 1.465, 10.717)
O (-1.634, 1.858, 9.501)
C (-0.880, 1.806, 8.401)
O (0.270, 1.452, 8.344)
O (-1.619, 2.233, 7.372)
C (-0.904, 2.324, 6.140)
H (-0.586, 3.495, 11.325)
H (0.371, 2.272, 12.189)
H (0.772, 2.720, 10.527)
H (-1.773, 1.297, 11.447)
H (-0.460, 0.516, 10.580)
H (-0.415, 1.381, 5.896)
H (-0.172, 3.131, 6.192)
H (-1.624, 2.556, 5.359)
C (-2.224, 4.837, -0.256)
C (-3.027, 5.871, 0.507)
O (-4.335, 6.028, -0.060)
C (-5.195, 5.047, 0.221)
O (-4.970, 4.079, 0.901)
O (-6.346, 5.306, -0.410)
C (-7.311, 4.263, -0.280)
H (-2.195, 5.085, -1.319)
H (-1.203, 4.781, 0.122)
H (-2.672, 3.846, -0.172)
H (-2.539, 6.843, 0.429)
H (-3.094, 5.628, 1.568)
H (-7.490, 4.013, 0.765)
H (-6.976, 3.384, -0.832)
H (-8.243, 4.615, -0.718)
C (-3.521, 0.098, -7.020)
C (-4.239, -0.745, -8.052)
O (-3.622, -0.637, -9.344)
C (-2.484, -1.317, -9.496)
O (-1.951, -2.008, -8.666)
O (-2.026, -1.085, -10.732)
C (-0.755, -1.677, -10.999)
H (-3.445, 1.134, -7.357)
H (-4.051, 0.072, -6.069)
H (-2.503, -0.258, -6.854)
H (-5.260, -0.382, -8.169)
H (-4.301, -1.791, -7.745)
H (-0.763, -2.745, -10.785)
H (0.019, -1.177, -10.415)
H (-0.542, -1.533, -12.056)

Atom charges from the Löwdin analysis, given in e for atoms 1 to 99:
1. C -0.10
2. C -0.23
3. C -0.26
4. C -0.69
5. I 0.97
6. C -0.31
7. N 0.21
8. C -0.56
9. C -0.19
10. N 0.24
11. N 0.06
12. C -0.80
13. S 0.75
14. P 0.34
15. S 0.16
16. H 0.08
17. H 0.06
18. H 0.07
19. H 0.11
20. H 0.10
21. H 0.08
22. H 0.08
23. H -0.05
24. H 0.02
25. C -0.06
26. C -0.21
27. O 0.03
28. C -0.60
29. O 0.12
30. O 0.01
31. C -0.04
32. H 0.08
33. H 0.08
34. H 0.07
35. H 0.12
36. H 0.12
37. H 0.10
38. H 0.10
39. H 0.09
40. C -0.06
41. C -0.21
42. O 0.03
43. C -0.60
44. O 0.13
45. O 0.00
46. C -0.03
47. H 0.08
48. H 0.08
49. H 0.07
50. H 0.11
51. H 0.13
52. H 0.10
53. H 0.07
54. H 0.10
55. C -0.07
56. C -0.21
57. O 0.03
58. C -0.60
59. O 0.13
60. O -0.01
61. C -0.04
62. H 0.08
63. H 0.08
64. H 0.07
65. H 0.12
66. H 0.12
67. H 0.10
68. H 0.10
69. H 0.08
70. C -0.07
71. C -0.21
72. O 0.04
73. C -0.60
74. O 0.11
75. O 0.01
76. C -0.04
77. H 0.08
78. H 0.08
79. H 0.07
80. H 0.12
81. H 0.12
82. H 0.09
83. H 0.10
84. H 0.10
85. C -0.07
86. C -0.21
87. O 0.04
88. C -0.61
89. O 0.12
90. O 0.01
91. C -0.04
92. H 0.08
93. H 0.08
94. H 0.07
95. H 0.12
96. H 0.12
97. H 0.10
98. H 0.08
99. H 0.09

---

Which value of molecular weight does entry 1 give?
707.77 u

---

molecular weight of number 1 (C32H56N2O13P)?
707.77 u

---

What is the molecular weight in the first record?
707.77 u

---

Among the records above, which one has the highest molecular weight?
C32H57IN3O18PS2